# 1
C5H6Br2FN | wB97M-V/def2-TZVPD

Kohn-Sham gap in eV: 8.3435
SMILES: CCN1C(Br)=C(Br)[C@@H]1F

Element x y z (Å)
C -1.380 0.381 1.805
C -0.218 0.808 1.252
C -1.576 -0.567 0.443
C 1.703 -0.417 -1.249
C 0.363 0.395 -1.279
N -0.266 0.162 0.040
F -1.413 -1.871 0.704
Br -2.308 0.488 3.392
Br 1.381 1.811 1.805
H -2.399 -0.413 -0.230
H 2.434 -0.191 -0.419
H 1.335 -1.436 -0.879
H 2.081 -0.532 -2.246
H 0.552 1.435 -1.164
H -0.290 -0.055 -1.976

Atoms 1-2, force components in eV/Å:
0.2 -0.7 -1.9
0.1 0.4 0.5



# 2
C36H49As2Cl3CsGeN7O11PSe | wB97M-V/def2-TZVPD

Charge: -2
Kohn-Sham gap (alpha / beta) in eV: 6.1730 / 7.0829
Spin multiplicity: 2

Element x y z (Å)
Cs -0.695 0.547 -0.720
N -0.933 0.120 -4.334
C 0.408 0.696 -4.491
C 0.491 2.083 -3.902
O -0.272 3.020 -4.486
N 1.331 2.300 -2.970
C 1.468 3.642 -2.413
C 1.197 3.618 -0.894
O 2.092 3.998 -0.119
O 0.041 3.203 -0.572
H -0.933 -0.850 -4.627
H -1.566 0.597 -4.971
H 0.724 0.752 -5.543
H 1.111 0.079 -3.940
H 0.774 4.356 -2.868
H 2.497 3.966 -2.570
Cl -2.307 2.366 -6.767
Ge -2.159 3.133 -4.663
Cl -2.200 5.314 -4.985
Cl -4.502 2.782 -4.122
C -4.155 -2.911 -1.090
P -2.834 -2.211 -2.162
C -1.783 -3.710 -2.331
C -3.688 -2.121 -3.785
C -3.938 -3.210 -4.620
C -4.569 -3.034 -5.843
C -4.962 -1.763 -6.249
C -4.725 -0.670 -5.428
C -4.090 -0.853 -4.207
H -4.599 -3.815 -1.513
H -4.932 -2.162 -0.931
H -3.707 -3.152 -0.122
H -2.346 -4.612 -2.582
H -1.286 -3.869 -1.371
H -1.005 -3.539 -3.076
H -3.632 -4.205 -4.318
H -4.750 -3.889 -6.485
H -5.443 -1.627 -7.211
H -5.007 0.331 -5.731
H -3.889 0.012 -3.582
C 2.671 -4.094 0.412
C 2.292 -3.504 -0.904
C 2.588 -3.839 -2.212
C 1.906 -2.889 -2.999
N 1.240 -2.032 -2.233
N 1.492 -2.433 -0.974
C 1.861 -2.782 -4.491
H 3.305 -4.967 0.262
H 1.783 -4.395 0.974
H 3.211 -3.367 1.022
H 3.202 -4.657 -2.554
H 1.077 -1.954 -0.179
H 2.389 -3.619 -4.949
H 2.323 -1.857 -4.836
H 0.831 -2.791 -4.856
C 0.552 4.896 2.265
O 0.928 3.573 2.665
C 1.888 3.443 3.572
O 2.286 4.337 4.284
C 2.412 2.042 3.529
C 3.470 1.713 4.279
As 4.726 0.138 4.096
C 4.209 -0.853 5.723
C 3.573 -0.548 2.663
C 2.253 -0.589 2.928
As 1.390 0.979 2.146
C -0.373 0.966 3.005
C 1.667 -1.269 4.105
O 1.003 -0.754 4.974
O 1.949 -2.574 4.069
C 1.280 -3.366 5.060
C 4.030 0.087 1.387
O 4.924 0.897 1.329
O 3.370 -0.378 0.323
C 3.493 0.426 -0.871
C 4.052 2.591 5.344
O 5.118 3.132 5.230
O 3.432 2.606 6.542
C 2.102 2.107 6.681
H -0.068 4.748 1.385
H 1.442 5.452 1.986
H 0.018 5.390 3.077
H 4.785 -0.414 6.539
H 4.532 -1.887 5.591
H 3.156 -0.824 5.981
H -0.333 1.300 4.037
H -0.760 -0.049 2.953
H -1.010 1.625 2.415
H 1.586 -4.389 4.867
H 0.203 -3.276 4.939
H 1.576 -3.048 6.060
H 2.857 -0.049 -1.612
H 4.531 0.454 -1.200
H 3.146 1.439 -0.663
H 1.944 2.017 7.753
H 1.967 1.137 6.204
H 1.390 2.821 6.270
C -3.198 3.021 -0.481
C -3.615 2.280 0.741
N -3.457 1.000 0.998
C -4.011 0.791 2.241
C -4.504 1.952 2.746
N -4.249 2.898 1.775
H -2.129 3.258 -0.480
H -3.750 3.961 -0.548
H -3.446 2.450 -1.373
H -4.002 -0.188 2.694
H -4.996 2.188 3.673
H -4.469 3.876 1.810
Se -1.438 -4.357 2.336
C -0.666 -2.841 1.734
N -0.162 -1.869 1.331

Atoms 1-2, force components in eV/Å:
-0.1 -0.4 -0.5
0.0 0.4 0.0



# 3
C5H18NO2 | wB97M-V/def2-TZVPD

Charge: +1
Kohn-Sham gap in eV: 4.7806

Element x y z (Å)
C -0.085 1.075 -1.937
C -1.222 0.615 -0.860
C -1.528 -0.853 -1.157
C -2.159 -1.674 -0.024
C -3.046 -0.834 0.909
N -0.873 0.668 0.481
H 0.781 0.642 -1.461
H -0.013 2.154 -2.033
H -0.287 0.659 -2.915
H -2.104 1.267 -1.056
H -2.044 -1.074 -2.100
H -0.547 -1.291 -1.416
H -2.635 -2.592 -0.373
H -1.267 -1.964 0.578
H -2.377 -0.184 1.523
H -3.812 -0.231 0.416
H -3.552 -1.567 1.545
H 3.649 5.274 3.415
H 3.467 5.410 4.104
H -0.586 1.629 0.746
H 0.468 -0.119 0.521
H 1.592 -0.914 1.339
O 1.314 -0.625 0.457
H 5.961 0.497 1.495
H 5.362 0.589 0.038
O 5.251 0.210 0.922

Atoms 1-2, force components in eV/Å:
0.3 0.9 0.9
-1.0 -2.7 0.4



# 4
C26H64F2NO15S2 | wB97M-V/def2-TZVPD

Charge: -1
Kohn-Sham gap in eV: 9.7719

Element x y z (Å)
N 1.002 0.843 -1.436
S -0.366 0.688 -2.224
O -1.306 1.789 -2.256
O -0.795 -0.664 -2.216
F 0.248 0.762 -3.757
S 1.311 -0.261 -0.237
O 0.370 -0.355 0.806
O 2.665 -0.246 0.199
F 1.310 -1.649 -0.942
C 3.580 1.577 -4.092
O 3.783 1.320 -2.654
H 4.252 2.373 -4.464
H 3.884 0.638 -4.544
H 2.530 1.789 -4.170
H 3.200 1.909 -2.193
C -2.857 4.668 -4.274
O -3.850 4.498 -3.301
H -2.200 5.519 -4.070
H -2.229 3.766 -4.288
H -3.387 4.785 -5.212
H -3.462 4.624 -2.477
C 1.880 -2.174 -4.484
O 3.070 -2.250 -3.756
H 1.806 -1.248 -5.118
H 1.829 -2.972 -5.186
H 1.068 -2.185 -3.741
H 3.065 -1.499 -3.141
C 2.824 4.604 -1.105
O 1.897 3.726 -1.900
H 2.437 4.582 -0.093
H 3.869 4.328 -1.150
H 2.591 5.597 -1.514
H 1.787 2.892 -1.456
C 4.605 -3.496 -1.399
O 3.872 -4.532 -2.038
H 5.686 -3.386 -1.739
H 4.045 -2.572 -1.473
H 4.648 -3.818 -0.394
H 3.677 -4.190 -2.906
C -1.425 4.860 -0.084
O -2.647 4.175 -0.621
H -0.632 4.139 0.021
H -1.142 5.660 -0.752
H -1.567 5.322 0.918
H -2.364 3.273 -0.780
C -0.247 -4.258 -0.917
C 0.931 -5.199 -0.736
C 0.409 -6.160 0.354
O -0.873 -5.622 0.799
C -1.397 -4.963 -0.345
H -0.354 -3.853 -1.905
H -0.044 -3.404 -0.276
H 1.824 -4.694 -0.454
H 1.299 -5.747 -1.618
H 1.044 -6.168 1.256
H 0.286 -7.189 0.015
H -2.182 -4.291 0.013
H -1.834 -5.683 -1.041
C -5.640 1.839 -1.459
C -4.959 0.428 -1.811
C -5.903 -0.107 -2.903
O -7.134 0.600 -2.874
C -6.856 1.947 -2.410
H -5.025 2.664 -1.664
H -5.899 1.854 -0.421
H -4.951 -0.293 -0.984
H -3.927 0.522 -2.170
H -6.144 -1.162 -2.817
H -5.499 0.000 -3.881
H -7.748 2.305 -1.891
H -6.686 2.581 -3.291
C -1.800 1.331 3.287
C -1.881 1.785 1.863
C -2.728 0.648 1.336
O -3.741 0.342 2.320
C -3.215 0.799 3.550
H -1.570 2.033 4.018
H -1.077 0.481 3.379
H -1.021 1.983 1.268
H -2.403 2.740 1.721
H -2.151 -0.233 1.106
H -3.294 0.902 0.431
H -3.136 0.007 4.304
H -3.807 1.619 3.929
C 1.180 -3.268 2.863
C 0.033 -2.309 3.142
C -0.009 -2.311 4.672
O 1.359 -2.331 5.063
C 2.058 -3.167 4.126
H 1.766 -2.935 1.994
H 0.962 -4.296 2.650
H -0.927 -2.529 2.694
H 0.297 -1.312 2.783
H -0.600 -3.178 4.973
H -0.493 -1.406 5.131
H 2.188 -4.189 4.517
H 3.029 -2.725 3.921
C 3.656 0.381 4.404
C 2.777 1.183 3.455
C 3.557 2.506 3.322
O 4.272 2.675 4.577
C 4.103 1.472 5.383
H 4.502 -0.105 3.912
H 3.018 -0.374 4.835
H 1.782 1.357 3.927
H 2.602 0.576 2.554
H 2.934 3.342 3.108
H 4.291 2.430 2.571
H 3.407 1.730 6.166
H 5.028 1.187 5.867

Atoms 1-2, force components in eV/Å:
0.0 -0.5 1.9
0.5 0.0 -2.6



# 5
C4H5NOS | wB97M-V/def2-TZVPD

Kohn-Sham gap (alpha / beta) in eV: 8.9381 / 7.6416
Spin multiplicity: 3

Element x y z (Å)
C 0.167 1.168 0.076
C 0.757 2.401 -0.082
C 0.282 0.181 -0.906
C -0.111 -1.193 -0.484
N 1.366 2.746 -1.168
O 0.889 0.378 -1.966
S 1.934 3.737 -2.195
H -0.283 0.833 1.031
H 0.571 3.174 0.762
H -0.915 -1.335 0.203
H 0.805 -1.639 -0.064
H -0.538 -1.659 -1.299

Atoms 1-2, force components in eV/Å:
-0.2 1.1 2.0
-1.6 0.9 2.5



# 6
C4H9N7 | wB97M-V/def2-TZVPD

Kohn-Sham gap in eV: 8.8041

Element x y z (Å)
C 0.069 1.718 -0.577
C 0.419 -2.115 0.632
C 0.593 2.347 -1.798
C -1.429 1.309 -0.516
N 0.811 1.437 0.413
N 1.340 1.196 1.392
N -0.695 -2.058 2.533
N -0.989 -3.121 1.974
N 1.178 -1.863 -0.374
N 0.060 -1.327 1.774
N -0.366 -3.263 0.752
H 1.230 3.280 -1.639
H -0.097 2.572 -2.643
H 1.201 1.643 -2.356
H -1.455 0.215 -0.350
H -1.890 1.691 -1.490
H -1.760 1.872 0.281
H 1.645 -1.044 -0.309
H 0.296 -0.424 2.124
H -0.163 -4.067 0.176

Atoms 1-2, force components in eV/Å:
-1.7 -0.1 -1.0
0.8 1.4 -1.7



# 7
C8H8N4 | wB97M-V/def2-TZVPD

Kohn-Sham gap in eV: 9.9617
SMILES: c1cncnc1.c1cncnc1

Element x y z (Å)
N 0.420 -3.479 -0.630
N -0.896 -2.276 -2.217
C -0.579 -3.346 -1.581
C 1.073 -2.329 -0.324
C -0.327 -1.136 -1.832
C 0.656 -1.092 -0.878
H -1.170 -4.234 -1.838
H 1.771 -2.473 0.511
H -0.488 -0.155 -2.297
H 1.202 -0.174 -0.624
N -0.578 1.623 -0.243
N -0.407 0.861 2.007
C -0.813 0.770 0.738
C -0.131 2.812 0.187
C 0.095 2.058 2.372
C 0.331 3.043 1.471
H -1.205 -0.221 0.473
H -0.081 3.658 -0.511
H 0.429 2.064 3.418
H 0.701 4.024 1.797

Atoms 1-2, force components in eV/Å:
-0.7 1.3 -1.0
-1.2 1.8 -0.9



# 8
C24H36N3 | wB97M-V/def2-TZVPD

Charge: +1
Kohn-Sham gap in eV: 8.7252
SMILES: CC(C)n1n[n+](C(C)C)c(C(C)(C)C)c1C[C@@]1(c2ccccc2)C=CCC1

Element x y z (Å)
C 2.653 1.008 0.367
C 2.101 1.113 -1.033
C 2.480 2.389 -1.745
N 0.646 1.108 -0.949
N 0.054 2.236 -1.287
N -1.259 1.987 -1.122
C -2.091 3.235 -1.001
C -1.780 4.129 -2.186
C -1.738 3.937 0.300
C -1.474 0.688 -0.717
C -2.918 0.171 -0.817
C -2.928 -1.350 -0.877
C -3.663 0.674 -2.078
C -3.670 0.671 0.417
C -0.211 0.131 -0.465
C 0.353 -1.286 -0.221
H 3.729 0.783 0.372
H 2.449 1.929 0.938
H 2.146 0.195 0.889
H 2.380 0.255 -1.655
H 3.568 2.454 -1.855
H 2.042 2.425 -2.747
H 2.134 3.275 -1.195
H -3.149 2.959 -1.006
H -2.239 5.121 -2.042
H -0.695 4.252 -2.286
H -2.182 3.714 -3.117
H -2.245 4.911 0.364
H -2.038 3.329 1.163
H -0.651 4.104 0.332
H -2.503 -1.768 0.037
H -3.963 -1.703 -0.967
H -2.367 -1.690 -1.753
H -3.730 1.767 -2.151
H -3.208 0.299 -3.003
H -4.697 0.302 -2.032
H -3.717 1.769 0.440
H -4.701 0.293 0.408
H -3.174 0.319 1.330
H -0.508 -1.955 -0.459
H 1.098 -1.452 -1.033
C -0.009 -3.174 1.508
C -1.175 -2.652 2.382
C -0.605 -1.368 2.927
C 0.538 -1.017 2.315
C 0.858 -1.894 1.093
C 2.361 -2.386 1.028
C 3.390 -1.742 1.718
C 4.729 -2.094 1.500
C 5.045 -3.186 0.692
C 4.010 -3.969 0.172
C 2.670 -3.579 0.350
H 0.651 -3.767 2.148
H -0.286 -3.821 0.689
H -2.077 -2.487 1.761
H -1.433 -3.410 3.134
H -1.097 -0.853 3.773
H 1.263 -0.245 2.626
H 3.150 -0.987 2.467
H 5.504 -1.505 1.971
H 6.083 -3.454 0.517
H 4.234 -4.884 -0.378
H 1.861 -4.256 0.050

Atoms 1-2, force components in eV/Å:
0.1 -0.1 0.6
0.5 0.2 -0.3



Energy for every record listed, in sequence, given in Ha: -5496.654297; -13304.368770; -406.047182; -3208.392725; -683.491862; -540.952425; -528.631954; -1100.097569.
M for every record listed, in sequence, given in g mol⁻¹: 258.92; 1327.48; 124.20; 732.92; 115.16; 155.17; 160.18; 366.57.